[1]
Molecular formula: C4H22N2O8
Method: DFT, ωB97M-V with the def2-TZVPD basis set

## Properties
E_HOMO   -9.45 eV
SMILES   CN[C@H](CO)C(N)=O.O.O.O.O.O.O
HOMO-LUMO gap   9.853 eV
E   -23866.2090 eV
LUMO level   0.40 eV
Spin multiplicity   1

Positions of all 36 atoms, in Å:
C: -0.910 0.706 -3.079
N: -1.528 -0.305 -2.199
C: -0.588 -0.976 -1.313
C: -1.346 -2.143 -0.696
O: -0.448 -2.917 0.105
C: -0.051 -0.041 -0.261
N: 1.255 -0.085 0.006
O: -0.827 0.630 0.420
H: 0.033 1.088 -2.667
H: -1.591 1.552 -3.180
H: -0.754 0.288 -4.067
H: -2.195 0.178 -1.612
H: 0.220 -1.362 -1.939
H: -2.082 -1.678 -0.039
H: -1.833 -2.719 -1.477
H: -0.884 -3.178 0.929
H: 1.930 -0.597 -0.549
H: 1.666 0.425 0.777
O: 0.788 1.762 3.499
H: 0.633 1.035 4.120
H: 0.075 1.699 2.836
O: -1.839 0.501 3.229
H: -2.246 0.859 4.027
H: -2.504 0.753 2.549
O: 3.115 1.551 1.631
H: 2.590 1.577 2.448
H: 3.051 2.454 1.300
O: -3.335 1.319 0.994
H: -2.409 1.322 0.664
H: -3.551 2.256 1.074
O: 2.394 -2.736 -0.523
H: 1.613 -2.674 0.051
H: 2.090 -3.217 -1.303
O: 3.268 1.009 -2.260
H: 3.795 0.502 -1.622
H: 2.404 1.162 -1.869


[2]
Molecular formula: C4H23AgN6O11
Method: DFT, ωB97M-V with the def2-TZVPD basis set

## Properties
E_HOMO (alpha / beta)   -12.47 / -12.47 eV
Expectation value of S²   0.76
HOMO-LUMO gap (alpha / beta)   9.286 / 4.210 eV
Net charge   +1
E   -39978.9013 eV
LUMO level (alpha / beta)   -3.18 / -8.26 eV
Spin multiplicity   2

Positions of all 45 atoms, in Å:
Ag: 2.709 2.528 2.764
O: 0.416 0.849 -0.351
C: 1.079 1.253 0.753
O: 0.484 1.468 1.824
O: 2.330 1.474 0.675
H: 1.177 0.656 -0.933
O: 0.951 2.840 4.467
H: 0.932 3.499 5.169
H: 0.026 2.685 4.243
O: 0.519 -0.512 4.482
H: -0.274 -0.012 4.236
H: 0.331 -0.858 5.359
O: -1.657 1.068 3.645
H: -2.468 1.034 3.128
H: -0.972 1.337 3.008
O: 2.766 0.095 -1.613
H: 2.848 0.736 -0.862
H: 3.523 0.280 -2.177
O: -2.055 2.862 -0.333
H: -1.226 2.591 0.071
H: -1.930 2.679 -1.278
C: -0.751 -2.624 1.291
O: 0.370 -2.490 0.778
N: -1.373 -1.594 1.900
N: -1.464 -3.794 1.174
H: -2.338 -1.721 2.146
H: -0.952 -0.678 1.894
H: -0.928 -4.550 0.785
H: -2.284 -3.969 1.726
C: 0.074 1.937 -3.323
O: -0.964 2.413 -2.901
N: 1.255 2.614 -3.268
N: 0.146 0.686 -3.875
H: 2.084 2.288 -3.727
H: 1.177 3.575 -2.985
H: -0.698 0.146 -3.948
H: 0.966 0.255 -4.264
C: -0.325 -2.652 -3.020
O: -0.157 -2.517 -4.200
N: 0.271 -1.875 -2.038
N: -1.269 -3.486 -2.458
H: 0.897 -1.159 -2.431
H: 0.186 -2.017 -1.021
H: -2.048 -3.731 -3.054
H: -1.384 -3.610 -1.459


[3]
Molecular formula: C4H23N2O8
Method: DFT, ωB97M-V with the def2-TZVPD basis set

## Properties
E_HOMO (alpha / beta)   -17.44 / -17.42 eV
Expectation value of S²   0.76
HOMO-LUMO gap (alpha / beta)   9.648 / 5.600 eV
Net charge   +2
E   -23863.2030 eV
LUMO level (alpha / beta)   -7.79 / -11.82 eV
Spin multiplicity   2

Positions of all 37 atoms, in Å:
C: 2.127 -1.941 -0.032
C: 1.838 -0.882 -0.960
C: 2.355 0.429 -0.901
N: 1.963 1.071 -2.028
C: 1.287 0.170 -2.776
N: 1.313 -1.030 -2.231
H: 3.189 -1.926 0.266
H: 1.776 -2.919 -0.329
H: 1.794 -1.825 1.013
H: 2.877 0.935 -0.102
H: 1.985 2.088 -2.074
H: 0.841 0.462 -3.718
H: 1.127 -1.918 -2.698
H: -1.551 -1.347 3.681
H: -0.647 -2.425 3.206
O: -0.979 -1.559 2.938
H: -0.417 -0.302 0.556
H: -1.322 -1.367 0.119
O: -0.622 -0.784 -0.256
H: 1.400 2.447 1.805
H: 0.877 1.996 0.640
O: 1.312 2.807 0.899
H: -1.595 2.773 1.184
H: -2.371 2.640 2.427
O: -1.906 2.084 1.783
H: -1.423 1.434 -0.342
H: -0.350 2.402 -0.786
O: -1.044 1.830 -1.133
H: 0.484 0.295 3.179
H: -0.228 1.101 2.149
O: 0.627 0.642 2.288
H: -1.591 -2.786 -2.826
H: -1.549 -1.300 -2.637
O: -1.275 -1.988 -3.259
H: -3.323 0.171 0.744
H: -3.942 -0.893 0.010
O: -3.040 -0.585 0.200


[4]
Molecular formula: C4H24B4CaO
Method: DFT, ωB97M-V with the def2-TZVPD basis set

## Properties
E_HOMO   -1.92 eV
HOMO-LUMO gap   7.096 eV
Net charge   -2
E   -27726.9645 eV
LUMO level   5.17 eV
Spin multiplicity   1

Positions of all 34 atoms, in Å:
Ca: 0.556 -0.054 -0.809
B: 2.467 -1.702 -2.282
H: 1.905 -2.773 -2.142
H: 3.126 -1.782 -3.313
H: 1.709 -0.784 -2.369
H: 3.237 -1.568 -1.346
B: 0.719 -1.508 1.104
H: -0.336 -1.446 0.582
H: 1.018 -0.440 1.506
H: 0.598 -2.286 2.038
H: 1.531 -1.973 0.387
B: -1.050 -1.009 -2.583
H: -0.377 -1.721 -1.928
H: -0.327 -0.222 -3.095
H: -1.595 -1.718 -3.406
H: -1.847 -0.464 -1.887
B: 2.104 1.813 -0.649
H: 2.173 0.958 0.143
H: 3.010 2.614 -0.517
H: 2.181 1.359 -1.730
H: 1.078 2.394 -0.508
C: -2.450 0.251 2.081
C: -1.263 0.922 2.791
C: -0.641 1.754 1.675
O: -1.024 1.129 0.460
C: -2.391 0.768 0.643
H: -3.435 0.329 2.546
H: -2.245 -0.822 2.042
H: -0.570 0.192 3.204
H: -1.570 1.558 3.629
H: 0.435 1.897 1.698
H: -1.072 2.770 1.709
H: -2.576 -0.026 -0.080
H: -3.079 1.590 0.407


[5]
Molecular formula: C4H24Cd2O9
Method: DFT, ωB97M-V with the def2-TZVPD basis set

## Properties
E_HOMO   -14.45 eV
HOMO-LUMO gap   3.297 eV
Net charge   +2
E   -32074.9645 eV
LUMO level   -11.15 eV
Spin multiplicity   1

Positions of all 39 atoms, in Å:
Cd: 2.516 -0.293 -0.315
Cd: 0.118 -1.052 -3.260
C: 0.154 -1.099 3.295
C: 1.474 -0.693 2.626
O: 1.728 -1.292 1.387
H: -0.697 -0.667 2.761
H: 0.107 -0.820 4.343
H: 0.086 -2.185 3.192
H: 2.302 -0.957 3.299
H: 1.463 0.406 2.556
O: 0.708 -0.197 -1.376
H: -0.018 -0.393 -0.752
O: -1.743 -1.607 -2.338
H: -2.567 -1.593 -2.860
H: -2.022 -1.439 -1.405
O: -1.103 -2.233 0.506
H: -0.731 -3.090 0.260
H: -0.364 -1.756 0.931
O: 2.365 1.831 0.242
H: 3.080 2.402 0.566
H: 1.627 2.441 0.035
O: -0.045 2.523 -1.251
H: 0.290 1.604 -1.165
H: 0.311 2.852 -2.086
O: 3.650 0.444 -1.945
H: 3.547 0.096 -2.840
H: 3.701 1.407 -2.060
O: 2.977 -2.313 -1.191
H: 2.212 -2.557 -1.722
H: 3.542 -3.104 -1.193
C: -3.104 0.644 0.553
C: -3.550 2.045 0.161
O: -2.967 2.466 -1.061
H: -3.894 0.082 1.055
H: -2.298 0.705 1.286
H: -2.868 0.072 -0.346
H: -3.343 2.769 0.959
H: -4.636 2.141 0.120
H: -2.008 2.412 -0.966


[6]
Molecular formula: C4H24NO10
Method: DFT, ωB97M-V with the def2-TZVPD basis set

## Properties
E_HOMO   -6.55 eV
HOMO-LUMO gap   9.389 eV
Net charge   -1
E   -26506.0197 eV
LUMO level   2.84 eV
Spin multiplicity   1

Positions of all 39 atoms, in Å:
C: 1.924 2.933 -2.340
C: 1.471 2.488 -0.886
C: 0.807 3.700 -0.139
N: 0.714 1.263 -1.082
C: -0.079 0.792 -0.018
O: -0.817 -0.217 -0.254
O: 0.047 1.358 1.083
H: 1.085 3.324 -2.953
H: 2.770 3.567 -2.428
H: 2.082 1.893 -2.816
H: 2.352 2.358 -0.278
H: 1.452 4.533 -0.334
H: 0.678 3.624 0.922
H: -0.163 3.878 -0.621
H: 0.309 1.013 -1.973
H: -0.998 2.521 2.558
H: -0.383 1.690 3.628
O: -0.939 2.480 3.514
H: 2.056 -1.555 1.967
H: 2.704 -0.779 0.746
O: 2.583 -1.692 1.151
H: -2.277 0.734 -3.120
H: -1.056 -0.018 -3.349
O: -1.444 0.837 -3.596
H: 1.355 -4.346 0.433
H: 2.315 -3.108 0.107
O: 1.852 -3.883 -0.257
H: -3.240 -1.200 -1.692
H: -3.999 -1.543 -0.339
O: -4.027 -1.587 -1.299
H: -1.439 -3.148 -1.108
H: -1.588 -3.271 0.289
O: -1.744 -3.850 -0.528
H: -0.025 -2.760 0.890
H: -0.870 -1.285 0.767
O: -0.698 -2.180 1.243
H: 0.343 -1.088 2.528
H: 0.681 0.307 2.331
O: 0.910 -0.430 2.956